The following is a DFT calculation (ωB97M-V/def2-TZVPD) of a structure of composition C37H42GeN7O5ReS2.

Structure (XYZ):
```
95
Properties=species:S:1:pos:R:3:lowdin_charge:R:1
Re 0.63 0.11 -0.42 1.57
N 3.27 1.25 2.56 0.24
C 2.73 0.79 1.45 -0.50
O 1.64 1.29 1.02 -0.16
C 3.41 -0.22 0.59 -0.14
C 2.33 -1.09 -0.07 -0.23
H 2.69 1.80 3.17 0.14
H 4.03 0.75 2.98 0.13
H 4.17 -0.79 1.12 0.13
H 3.92 0.37 -0.19 0.13
H 2.05 -1.90 0.59 0.04
H 2.70 -1.51 -1.01 0.03
N -2.06 -6.56 3.27 0.12
C -1.57 -5.29 3.16 -0.31
C -2.17 -4.23 3.86 -0.02
C -1.70 -2.94 3.71 -0.06
C -0.61 -2.69 2.88 -0.32
C 0.00 -3.73 2.18 -0.05
C -0.48 -5.02 2.31 -0.02
S 0.02 -1.09 2.71 0.64
O -0.52 -0.25 3.72 -0.27
O 1.45 -1.22 2.60 -0.32
N -0.48 -0.52 1.20 -0.23
C -1.86 -0.28 1.01 -0.46
N -2.12 0.40 -0.10 0.04
C -3.39 0.70 -0.35 -0.11
C -4.41 0.31 0.49 -0.04
C -4.03 -0.43 1.60 -0.09
N -2.76 -0.73 1.87 0.15
H -2.72 -6.77 4.00 0.10
H -1.52 -7.33 2.93 0.10
H -3.01 -4.43 4.51 0.12
H -2.15 -2.11 4.25 0.11
H 0.85 -3.54 1.54 0.10
H -0.01 -5.83 1.78 0.11
H -3.58 1.27 -1.26 0.12
H -5.44 0.55 0.28 0.11
H -4.77 -0.80 2.30 0.12
C 0.77 5.35 1.32 -0.05
N 0.14 4.28 0.56 -0.03
C 0.74 3.57 -0.39 -0.78
S -0.19 2.45 -1.32 0.70
N 2.03 3.78 -0.60 -0.01
C 2.85 3.13 -1.63 -0.06
H 0.00 5.93 1.80 0.10
H 1.32 6.02 0.65 0.09
H 1.45 4.97 2.08 0.09
H -0.81 4.03 0.75 0.13
H 2.50 4.45 0.00 0.12
H 2.54 2.09 -1.76 0.03
H 3.89 3.16 -1.30 0.10
H 2.76 3.62 -2.59 0.09
O -0.26 -0.97 -1.92 -0.13
C 0.51 -0.53 -2.87 -0.62
O 1.49 0.16 -2.49 -0.14
C 0.21 -0.80 -4.31 -0.13
C 1.34 -1.47 -5.11 -0.23
Ge 3.21 -0.87 -4.94 1.00
C 3.46 1.05 -5.08 -0.28
C 4.57 1.71 -4.56 -0.11
C 4.82 3.05 -4.86 -0.09
C 3.94 3.75 -5.68 -0.09
C 2.81 3.12 -6.19 -0.08
C 2.58 1.78 -5.90 -0.11
C 4.09 -1.61 -6.53 -0.27
C 4.16 -3.00 -6.69 -0.11
C 4.75 -3.56 -7.81 -0.08
C 5.29 -2.75 -8.79 -0.09
C 5.24 -1.37 -8.65 -0.08
C 4.64 -0.80 -7.53 -0.10
C 4.04 -1.78 -3.44 -0.27
C 5.40 -1.59 -3.15 -0.10
C 6.02 -2.31 -2.14 -0.08
C 5.29 -3.25 -1.41 -0.08
C 3.95 -3.47 -1.70 -0.10
C 3.33 -2.73 -2.71 -0.14
H -0.03 0.17 -4.74 0.13
H -0.70 -1.41 -4.33 0.12
H 1.13 -1.39 -6.18 0.08
H 1.35 -2.53 -4.88 0.07
H 5.27 1.18 -3.92 0.09
H 5.70 3.54 -4.46 0.10
H 4.14 4.79 -5.93 0.10
H 2.13 3.66 -6.83 0.11
H 1.70 1.29 -6.32 0.10
H 3.75 -3.65 -5.92 0.10
H 4.79 -4.64 -7.92 0.10
H 5.76 -3.19 -9.67 0.10
H 5.67 -0.73 -9.42 0.10
H 4.61 0.28 -7.44 0.09
H 5.99 -0.89 -3.74 0.10
H 7.07 -2.15 -1.92 0.11
H 5.78 -3.83 -0.63 0.11
H 3.39 -4.22 -1.16 0.11
H 2.28 -2.91 -2.91 0.10
```

**Total charge**: +1
**Energy**: -140032.195 eV
**Relative energy (zero: lowest compared OMol25 entry of this formula, charge and spin)**: 0.0 kcal/mol
**Multiplicity**: 4
**Largest force on an atom**: 0.66 eV Å⁻¹
**E_HOMO (spin up / spin down)**: -9.92 / -10.11 eV